This record from the OMol25 dataset describes a structure of composition C27H39CrN2O3P2S. The level of theory is ωB97M-V/def2-TZVPD.

Output
- Spin multiplicity: 2
- ΔE to the lowest compared entry with this formula, charge and spin: 2.9 kcal per mole
- Gap between HOMO and LUMO (spin up / spin down): 7.72 / 8.22 eV
- HOMO level (spin up / spin down): -14.75 / -14.71 eV
- Expectation value of S²: 0.763
- Charge: +2

XYZ file:
```
75
C27H39CrN2O3P2S, DFT ωB97M-V/def2-TZVPD
Cr -0.6614 0.1846 -1.3230
O -4.1408 1.8022 -1.2821
S -3.0340 1.1222 -0.7284
O -2.7277 -0.2754 -1.1391
O -1.6798 1.7693 -1.0452
C -3.1710 1.0702 1.0236
C -4.2595 1.7014 1.6064
C -4.4684 1.5658 2.9688
C -3.6073 0.7835 3.7281
C -2.5224 0.1554 3.1306
C -2.2813 0.3034 1.7679
P -0.8633 -0.5454 1.0214
C -1.1548 -2.3255 1.2137
C -1.9553 -2.9808 0.2723
C -2.2433 -4.3278 0.4229
C -1.7402 -5.0308 1.5105
C -0.9570 -4.3830 2.4552
C -0.6620 -3.0350 2.3137
C 0.5696 -0.1353 2.0568
C 0.6034 0.9824 2.8905
C 1.7549 1.2864 3.6057
C 2.8790 0.4782 3.5023
C 2.8554 -0.6376 2.6742
C 1.7127 -0.9395 1.9498
H -4.9409 2.2764 0.9898
H -5.3165 2.0573 3.4287
H -3.7795 0.6522 4.7888
H -1.8612 -0.4583 3.7313
H -2.3790 -2.4298 -0.5594
H -2.8706 -4.8304 -0.3028
H -1.9655 -6.0835 1.6259
H -0.5754 -4.9265 3.3114
H -0.0613 -2.5406 3.0624
H -0.2681 1.6166 2.9945
H 1.7663 2.1516 4.2580
H 3.7691 0.7086 4.0763
H 3.7252 -1.2811 2.6040
H 1.6981 -1.8387 1.3460
N 0.9073 -1.2795 -1.4849
C 1.1723 -2.1702 -2.6563
C -0.1137 -2.6798 -3.2766
C -0.7852 -1.5974 -4.1113
N -1.1722 -0.4096 -3.2752
H 1.7837 -0.8258 -1.2578
H 0.7238 -1.8838 -0.6865
H 1.8094 -2.9953 -2.3463
H 1.7277 -1.5938 -3.3975
H -0.7912 -3.0388 -2.4942
H 0.1049 -3.5271 -3.9266
H -1.6800 -1.9925 -4.5845
H -0.1116 -1.2698 -4.9013
H -2.1747 -0.4688 -3.1224
H -1.0573 0.4404 -3.8302
C 1.5441 4.2591 0.5674
C 0.5257 3.2125 0.1260
P 1.1539 1.8570 -0.9405
C 1.3496 2.6823 -2.5658
C 1.8366 1.7661 -3.6933
C 2.8556 1.6010 -0.2930
C 3.7318 0.4440 -0.7847
H 1.0297 5.0737 1.0742
H 2.0765 4.6888 -0.2832
H 2.2757 3.8484 1.2637
H -0.2722 3.6759 -0.4547
H 0.0461 2.7546 0.9903
H 2.0136 3.5406 -2.4590
H 0.3566 3.0791 -2.7932
H 2.8755 1.4700 -3.5589
H 1.7716 2.2777 -4.6535
H 1.2326 0.8549 -3.7595
H 2.7538 1.5457 0.7934
H 3.3543 2.5484 -0.5018
H 3.4272 -0.5177 -0.3693
H 4.7509 0.6035 -0.4320
H 3.7813 0.3634 -1.8725
```



This record from the OMol25 dataset describes a structure of composition C9H4Cl2GaN2O3V. The level of theory is ωB97M-V/def2-TZVPD.

Output
- Spin multiplicity: 3
- ΔE to the lowest compared entry with this formula, charge and spin: 99.1 kcal per mole
- Gap between HOMO and LUMO (spin up / spin down): 3.73 / 3.76 eV
- HOMO level (spin up / spin down): -21.99 / -22.02 eV
- Expectation value of S²: 2.042
- Charge: +4

XYZ file:
```
22
C9H4Cl2GaN2O3V, DFT ωB97M-V/def2-TZVPD
Ga -0.9198 -2.1245 -4.0849
V -0.1871 -1.7340 0.9465
Cl 0.8069 -0.7638 -3.6398
Cl 1.0182 -3.5233 1.1491
C -1.8517 -1.7408 0.0652
C -0.1953 -0.9618 -5.7955
C -1.9161 -3.5566 -3.3578
O -2.8966 -1.9236 -0.4881
O 0.4204 -0.1830 -6.4155
O -2.3578 -4.3244 -2.5879
N 0.4439 4.8014 0.2407
C 0.4946 3.7745 0.7975
C 0.5704 2.4767 1.4537
C 0.9663 2.4415 2.8126
C 1.0303 1.1961 3.4203
C 0.7091 0.0566 2.6975
N 0.3611 0.0534 1.3745
C 0.2824 1.2899 0.7720
H 1.2030 3.3395 3.3633
H 1.2962 1.0963 4.4580
H 0.7176 -0.9686 3.1033
H 0.0041 1.2786 -0.2847
```



This record from the OMol25 dataset describes a structure of composition C31H23Br2Cl4CoN5OS. The level of theory is ωB97M-V/def2-TZVPD.

Output
- Spin multiplicity: 5
- Gap between HOMO and LUMO (spin up / spin down): 6.92 / 3.95 eV
- HOMO level (spin up / spin down): -15.22 / -15.22 eV
- Expectation value of S²: 6.023
- Charge: +3

XYZ file:
```
68
C31H23Br2Cl4CoN5OS, DFT ωB97M-V/def2-TZVPD
Co 1.6980 2.3365 -0.5135
Br -1.9102 3.7390 4.7516
C -0.8493 3.6505 3.2293
C -1.3482 4.0511 1.9955
C -0.5527 3.8742 0.8827
N 0.6836 3.3625 0.9454
C 1.1959 3.0556 2.1555
C 0.4544 3.1685 3.3144
C 2.6211 2.6147 2.1507
C 3.4385 2.7718 3.2512
C 4.7886 2.4488 3.1361
Br 5.9321 2.7037 4.5756
C 5.2705 1.9662 1.9255
C 4.3846 1.8323 0.8772
N 3.0869 2.1435 0.9753
H -2.3357 4.4787 1.9014
H -0.9111 4.1561 -0.0994
H 0.8668 2.8855 4.2716
H 3.0558 3.1732 4.1779
H 6.3140 1.7187 1.7965
H 4.7244 1.4688 -0.0842
Cl -7.7684 -5.2063 0.2915
C -6.2542 -4.4164 0.1160
C -5.4117 -4.7533 -0.9338
C -4.1875 -4.1163 -1.0361
C -3.7796 -3.1400 -0.1282
C -2.4079 -2.5200 -0.3088
C -2.5748 -1.0808 -0.7701
N -1.3730 -0.3632 -1.2003
C -1.0321 -0.0749 -2.5008
C 0.0872 0.6893 -2.4425
N 0.4313 0.8807 -1.1164
C -0.4652 0.2113 -0.4022
O -1.6132 -2.5323 0.8806
C -1.4111 -3.8290 1.4127
C -0.3517 -4.6278 0.6998
C 1.0527 -4.4037 0.8439
Cl 1.7382 -3.2647 1.8324
S 2.0259 -5.4922 -0.0778
C 0.6204 -6.2412 -0.6594
C -0.5713 -5.6744 -0.1628
C -4.6599 -2.8116 0.9027
Cl -4.2765 -1.5933 2.0888
C -5.8854 -3.4417 1.0329
H -5.7138 -5.5025 -1.6516
H -3.5291 -4.3805 -1.8574
H -1.8882 -3.1022 -1.0824
H -3.0322 -0.4944 0.0249
H -3.2606 -1.0975 -1.6153
H -1.6248 -0.4042 -3.3362
H 0.6394 1.1372 -3.2505
H -0.5078 0.1493 0.6736
H -2.3399 -4.4045 1.3849
H -1.1379 -3.6911 2.4592
H 0.6996 -7.0873 -1.3290
H -1.5480 -6.0666 -0.4111
H -6.5514 -3.1734 1.8406
Cl 3.0968 6.9409 -3.4043
C 3.2139 5.2418 -3.2590
C 4.0087 4.4949 -4.1154
C 4.0606 3.1189 -3.9433
C 3.3337 2.5423 -2.9234
N 2.5675 3.2684 -2.0898
C 2.5049 4.5946 -2.2592
H 4.5775 4.9849 -4.8944
H 4.6630 2.5033 -4.5956
H 3.3515 1.4706 -2.7619
H 1.8770 5.1592 -1.5819
```



This record from the OMol25 dataset describes a structure of composition C4H7N4OS2. The level of theory is ωB97M-V/def2-TZVPD.

Output
- Spin multiplicity: 1
- ΔE to the lowest compared entry with this formula, charge and spin: 20.3 kcal per mole
- Gap between HOMO and LUMO: 8.69 eV
- HOMO level: -13.45 eV
- Charge: +1

XYZ file:
```
18
C4H7N4OS2, DFT ωB97M-V/def2-TZVPD
C -0.5980 2.0776 -0.1108
C 1.4783 0.9912 1.1264
C -2.4729 -2.2091 0.0734
C -1.9125 0.1365 -0.1022
N -1.2098 -1.9600 0.0796
N -0.8867 -0.6701 -0.0298
N -1.7820 1.4649 -0.0073
N 2.9455 -0.8212 -0.9009
O -0.3489 3.2078 0.1169
S 0.9031 0.7425 -0.3546
S -3.4598 -0.7722 -0.0640
H 0.9172 1.3580 1.8777
H 2.4104 0.5929 1.4517
H -2.8844 -3.1589 0.0340
H -2.5765 2.0760 -0.0577
H 3.5147 -1.2148 -0.1688
H 3.6315 -0.4222 -1.6282
H 2.3309 -1.4191 -1.3353
```



This record from the OMol25 dataset describes the molecule C2H3BrO2. The level of theory is ωB97M-V/def2-TZVPD.

Output
- Spin multiplicity: 1
- ΔE to the lowest compared entry with this formula, charge and spin: 132.9 kcal per mole
- SMILES string: CC1(Br)OO1
- Gap between HOMO and LUMO: 11.19 eV
- HOMO level: -10.84 eV

XYZ file:
```
8
C2H3BrO2, DFT ωB97M-V/def2-TZVPD
C 0.4633 0.7925 0.3336
C -0.2924 -0.6348 -0.3093
Br -1.7915 -1.1811 0.8572
O 0.4616 -1.6324 -0.7795
O -0.3159 -0.7808 -1.6545
H 1.3985 1.6236 0.1481
H -0.4446 1.4806 0.0734
H 0.5210 0.3326 1.3310
```



This record from the OMol25 dataset describes a structure of composition C16H22AuN3O5P. The level of theory is ωB97M-V/def2-TZVPD.

Output
- Spin multiplicity: 1
- Gap between HOMO and LUMO: 6.98 eV
- HOMO level: -4.19 eV
- Charge: -1

XYZ file:
```
48
C16H22AuN3O5P, DFT ωB97M-V/def2-TZVPD
Au -0.4393 -1.6114 0.2517
C -0.4439 0.8576 6.9186
O 0.7470 1.4011 6.3974
C 0.9561 1.2548 5.0492
C 2.1641 1.8040 4.5770
C 2.4374 1.6911 3.2392
C 1.5763 1.0752 2.3104
C 1.9606 1.0910 0.8972
C 3.4055 1.4424 0.5495
O 1.2121 0.8551 -0.0447
C 0.3480 0.4828 2.7972
O -0.4937 -0.1418 2.0917
C 0.0851 0.6231 4.2060
H -0.4364 1.0710 7.9856
H -0.4899 -0.2241 6.7628
H -1.3246 1.3171 6.4604
H 2.8369 2.2940 5.2664
H 3.3631 2.1228 2.8817
H 4.1216 0.9163 1.1799
H 3.5788 2.5146 0.6652
H 3.5642 1.1743 -0.4924
H -0.8371 0.1774 4.5497
O 1.0355 -3.9896 -0.9920
C 1.2456 -3.9917 0.2185
O 0.8334 -3.1765 1.1104
H 1.8783 -4.8029 0.6422
C -3.0002 0.0282 -4.0621
N -2.3596 -1.2817 -4.1607
C -1.0592 -1.1084 -4.8106
N -0.1886 -0.1318 -4.1647
C -0.9045 1.1367 -4.0688
N -2.1998 1.0505 -3.3920
C -2.0310 0.7405 -1.9647
P -1.1838 -0.8710 -1.6977
C -2.2085 -1.8973 -2.8348
C 0.2365 -0.5989 -2.8372
H -3.9504 -0.0798 -3.5339
H -3.2046 0.3775 -5.0784
H -1.2422 -0.7729 -5.8359
H -0.5485 -2.0722 -4.8419
H -1.0849 1.5018 -5.0844
H -0.2782 1.8580 -3.5413
H -3.0080 0.7289 -1.4751
H -1.4323 1.5158 -1.4808
H -3.1960 -2.0624 -2.3963
H -1.7242 -2.8721 -2.9273
H 0.7791 -1.5431 -2.9222
H 0.9041 0.1259 -2.3677
```



Number 1: F_max 0.0131 hartree/bohr. Number 2: F_max 0.2397 hartree/bohr. Number 3: F_max 0.0086 hartree/bohr. Number 4: F_max 0.0903 hartree/bohr. Number 5: F_max 0.0791 hartree/bohr. Number 6: F_max 0.0052 hartree/bohr.